Entry 1:
Computed, not measured: a 8-piece molecular cluster, C8H18Cl8N6O12 overall, with ωB97M-V with the def2-TZVPD basis set.

Geometry (Å):
C  4.505838  -1.757372  2.482396
Cl  3.850988  -0.321972  1.525036
Cl  5.895638  -1.209942  3.315416
Cl  3.438518  -2.402792  3.734116
Cl  5.066198  -3.091902  1.446536
C  1.449038  4.095978  -1.824894
Cl  1.816448  2.383668  -1.700054
Cl  0.085058  4.387028  -2.987474
Cl  0.898518  4.680408  -0.334414
Cl  2.848098  5.003308  -2.305984
C  0.559518  2.623188  3.847186
N  -0.100662  2.362028  2.553396
O  0.579538  2.371408  1.547516
O  -1.292402  2.006348  2.566996
H  1.438768  1.979688  3.816666
H  -0.142392  2.234748  4.585106
H  0.797108  3.686338  3.810166
C  0.522148  -0.499732  0.018546
N  0.681938  -1.964992  0.188076
O  1.570618  -2.261892  0.941726
O  -0.196342  -2.691422  -0.274664
H  0.977778  0.021078  0.860726
H  -0.538522  -0.257442  0.084596
H  0.912798  -0.191712  -0.951304
C  -3.214592  -3.040362  0.353066
N  -4.675302  -2.854472  0.461776
O  -4.983062  -1.863552  1.185576
O  -5.441062  -3.659862  -0.082894
H  -2.929522  -2.987072  -0.697644
H  -2.979392  -4.068502  0.628246
H  -2.718442  -2.277222  0.952686
C  -4.281672  0.846668  2.370276
N  -3.830412  0.933798  0.990896
O  -4.261772  1.852508  0.313236
O  -2.983822  0.067518  0.567596
H  -3.564822  0.245078  2.929126
H  -5.310072  0.486088  2.348496
H  -4.204092  1.869178  2.739836
C  -1.903642  0.390588  -3.047764
N  -2.150592  -0.334382  -4.338854
O  -1.266612  -0.592182  -5.107444
O  -3.267922  -0.751302  -4.556684
H  -2.032322  -0.337502  -2.246874
H  -2.624352  1.179808  -2.833714
H  -0.880342  0.757008  -3.129554
C  5.429788  -0.953102  -2.116054
N  4.053508  -1.059852  -2.715894
O  3.966038  -1.219992  -3.960334
O  3.154038  -1.043082  -1.917734
H  5.388658  -1.116882  -1.039214
H  5.810418  0.029928  -2.393294
H  6.077128  -1.682912  -2.602284

Cartesian forces, eV/Å:
-0.43 0.32 -0.54
0.26 -1.42 0.82
1.49 0.91 0.74
-0.64 0.23 -0.58
-0.59 0.16 -0.44
-0.96 -0.05 -0.50
0.08 -0.21 -0.29
0.51 -0.37 -0.24
-0.39 0.42 1.57
0.79 0.25 -0.62
-0.72 -0.97 -1.66
-0.04 1.02 4.29
3.30 -0.12 -4.27
-3.59 -1.22 0.19
0.50 0.25 0.34
0.20 0.70 0.31
0.20 0.03 0.83
-0.67 0.78 -0.13
-1.54 1.40 0.47
0.49 -1.63 -0.05
1.11 -0.12 0.12
0.29 -0.08 -0.32
-0.04 -0.18 -0.21
0.08 -0.17 0.17
0.49 -0.52 -0.55
-0.85 1.19 1.35
-0.45 -2.65 -1.88
1.07 1.68 0.99
-0.14 0.33 0.02
-0.11 0.13 0.33
-0.17 -0.27 -0.20
0.46 0.38 0.73
2.63 -1.45 -2.36
0.30 -0.96 0.37
-2.52 2.51 1.04
-0.36 -0.16 -0.21
0.21 -0.08 0.15
-0.23 -0.11 0.04
0.62 -0.05 -0.05
-1.32 -0.74 -0.09
1.87 0.64 -0.03
-1.18 0.35 0.71
0.23 -0.09 -0.13
-0.03 -0.10 -0.59
-0.19 0.02 0.31
0.35 0.04 -0.64
0.83 -0.89 -1.66
0.06 0.54 2.74
-0.67 0.16 -0.38
-0.25 0.19 -0.25
-0.12 0.03 0.23
-0.26 -0.05 -0.01

Calculated values
- orbital gap (spin up / spin down) (eV) = 3.066 / 6.866
- net charge = -1
- electronic energy (eV) = -142260.164
- lowest unoccupied orbital energy (spin up / spin down) (eV) = 1.87 / 1.86
- E_HOMO (spin up / spin down) (Ha) = -0.044 / -0.184
- spin multiplicity = 2

---

Entry 2:
Computed, not measured: a 2-piece molecular cluster, C8H18ClFSi overall, with ωB97M-V with the def2-TZVPD basis set.

Geometry (Å):
C  2.402820  -0.566482  0.728787
C  1.539698  0.663153  2.671416
C  0.341524  -1.354909  1.906825
C  -0.322836  -0.373665  -2.308099
C  -2.217526  -0.096477  -0.646222
C  -1.399899  1.810839  -2.227488
C  1.106501  -0.120234  1.411109
C  -0.967911  0.622610  -1.324436
F  -0.843881  2.145842  1.078414
Si  0.032655  1.034831  0.305423
Cl  -0.207547  -3.409072  -1.563702
H  3.009741  0.264444  0.489245
H  2.912385  -1.235554  1.325371
H  2.109836  -1.064430  -0.124950
H  0.617911  0.926559  3.174142
H  2.008809  1.593021  2.498325
H  2.196363  0.126380  3.249528
H  -0.006798  -1.930791  0.969301
H  0.750488  -1.798529  2.753094
H  -0.642881  -1.047896  2.350632
H  0.017587  -1.323445  -1.968155
H  -0.979499  -0.366039  -3.138806
H  0.584048  0.164952  -2.567186
H  -2.887323  0.671465  -0.099001
H  -1.885042  -0.905222  0.010014
H  -2.775508  -0.642570  -1.375019
H  -0.762987  2.723125  -2.200625
H  -1.259346  1.619435  -3.293725
H  -2.471382  1.868658  -2.084209

Cartesian forces, eV/Å:
-1.99 1.53 -0.33
-2.81 1.23 -1.45
-4.11 1.39 -3.28
1.74 2.07 1.23
0.39 2.05 1.58
0.58 0.36 0.04
1.56 0.77 1.40
-0.13 -0.65 -0.33
1.11 -0.59 -0.25
-2.15 -1.44 -0.41
0.02 -0.18 0.49
0.87 0.89 -0.31
1.08 -1.37 1.50
-0.13 -1.32 -2.23
-0.02 -0.09 0.85
0.73 1.16 -0.63
1.26 -1.66 1.47
1.10 -0.26 1.71
1.60 -1.33 0.84
0.45 0.15 -0.37
-0.47 -0.98 0.40
-0.48 -0.66 -0.84
0.36 0.02 -0.89
0.96 -1.38 -0.76
-0.01 0.10 0.31
-0.34 -0.05 -0.91
-0.99 -0.14 0.93
-0.07 -0.81 0.14
-0.13 1.18 0.09

Calculated values
- orbital gap (eV) = 4.161
- net charge = 0
- electronic energy (eV) = -31703.346
- lowest unoccupied orbital energy (eV) = -2.88
- E_HOMO (Ha) = -0.259

---

Entry 3:
Computed, not measured: C8H18ClI2NO2PRu as an isolated structure, with ωB97M-V with the def2-TZVPD basis set.

Geometry (Å):
I  2.471510  -2.227855  -1.058562
I  -1.581213  -2.611459  -1.719415
Ru  0.137965  -0.786752  -0.862322
P  0.205927  0.074571  -2.936562
C  -1.445787  0.331291  -3.697515
C  0.854784  1.784254  -3.128961
H  2.112087  -1.121530  -3.781948
H  1.238888  -0.264482  -5.101222
H  0.587237  -1.789211  -4.425603
C  1.126749  -0.866020  -4.187468
H  1.871120  1.840051  -2.718068
H  0.849509  2.089800  -4.186287
H  -1.335406  0.587590  -4.759700
H  -1.961099  1.146908  -3.176558
H  0.216339  2.470596  -2.553946
H  -2.041023  -0.584144  -3.595739
C  -1.379286  0.201625  -0.530244
O  -2.353737  0.808286  -0.315841
Cl  1.649970  0.971536  -0.224458
C  -0.170101  0.301874  4.885754
N  0.053951  -0.528683  3.720652
C  0.437584  -1.904002  3.945882
C  -0.139998  -0.113733  2.447111
C  -0.504063  1.321548  2.250283
O  -0.029040  -0.995262  1.555169
H  0.051931  -0.303180  5.766796
H  -1.213675  0.654894  4.945627
H  0.481902  1.192641  4.880083
H  -0.362340  -2.572818  3.594819
H  1.361141  -2.121201  3.387948
H  0.591888  -2.036500  5.021999
H  -0.006252  1.691351  1.349173
H  -1.590681  1.410859  2.120580
H  -0.186785  1.947143  3.088527

Cartesian forces, eV/Å:
-0.13 0.18 0.19
-0.37 -1.15 0.15
2.09 -2.73 3.03
-0.84 2.94 -3.68
-0.02 -0.38 0.22
0.22 -0.05 0.51
-0.17 0.09 -0.33
-0.15 -0.05 0.35
0.13 0.10 0.02
0.26 -0.58 0.23
-0.25 0.08 -0.26
-0.07 -0.29 0.30
0.00 -0.07 0.29
0.11 -0.12 -0.15
0.21 -0.19 -0.15
0.02 0.33 -0.29
-5.10 3.87 0.44
3.53 -2.31 -0.63
0.84 0.10 0.33
-0.27 1.05 0.50
-0.17 0.57 -1.99
0.08 -0.81 -0.09
0.16 0.07 3.42
-0.06 0.26 -0.48
-0.12 -0.05 -2.00
-0.09 0.31 -0.15
0.38 -0.25 0.00
-0.16 -0.47 0.11
0.32 0.06 0.20
-0.27 -0.06 0.27
0.05 -0.18 -0.48
-0.21 -0.05 0.16
0.20 0.04 0.12
-0.16 -0.27 -0.19

Calculated values
- orbital gap (spin up / spin down) (eV) = 6.421 / 4.768
- net charge = +2
- energy relative to the best compared isomer or geometry (same formula, charge and spin) (kcal per mole) = 0.0
- electronic energy (eV) = -54749.481
- lowest unoccupied orbital energy (spin up / spin down) (eV) = -7.81 / -11.36
- E_HOMO (spin up / spin down) (Ha) = -0.523 / -0.593
- spin multiplicity = 6

---

Entry 4:
Computed, not measured: C8H18F4KN3O8S4 as an isolated structure, with ωB97M-V with the def2-TZVPD basis set.

Geometry (Å):
K  0.048870  1.770439  -2.619524
C  3.846731  -2.243678  2.162148
C  2.292158  -2.251433  2.052574
C  1.847990  -1.570120  0.738388
N  0.303608  -1.437847  0.605979
C  -0.247806  -2.887325  0.359714
C  -0.292465  -0.814042  1.838064
C  -1.597604  -0.320390  1.453227
C  -1.417365  0.128449  0.009906
C  -0.186223  -0.502830  -0.536780
H  4.216963  -3.078917  1.567677
H  4.182970  -2.303893  3.197241
H  4.214838  -1.317636  1.720504
H  1.836931  -1.660434  2.847289
H  1.923637  -3.262883  2.223603
H  2.139139  -2.130387  -0.150120
H  2.255130  -0.564458  0.633585
H  -1.309297  -2.740245  0.160442
H  -0.156582  -3.377242  1.329122
H  0.287056  -3.323415  -0.483995
H  -0.369056  -1.416090  2.743484
H  0.334716  0.069155  1.959283
H  -2.369458  -1.071043  1.623090
H  -1.987119  0.392421  2.180045
H  -2.284570  -0.140712  -0.593094
H  -1.312772  1.211830  -0.048628
H  -0.225903  -1.187532  -1.383959
H  0.663191  0.156924  -0.713727
N  -2.399610  0.963067  -3.059094
S  -3.915806  1.833412  -2.855558
O  -4.578226  1.892354  -1.556998
O  -4.828795  1.919138  -3.988540
F  -3.340895  3.299466  -2.997546
S  -3.070745  -0.259706  -3.427801
O  -3.605381  -0.371673  -4.770785
O  -3.750110  -0.998967  -2.418027
F  -1.688706  -1.060879  -3.499683
N  0.910690  2.621314  -0.138787
S  2.544507  2.974299  -0.139362
O  3.455894  2.353044  0.874577
O  2.940389  4.155445  -0.885526
F  2.773699  1.873768  -1.337320
S  0.726572  3.462402  1.085788
O  1.111526  4.909358  1.068069
O  0.916258  2.700391  2.340824
F  -0.838968  3.607101  0.830230

Cartesian forces, eV/Å:
0.23 0.41 -0.23
-1.06 0.14 -0.51
0.26 0.84 0.11
-0.98 -0.43 -0.22
0.60 -1.94 0.21
-0.29 2.20 0.83
1.43 0.51 0.40
-2.17 -0.05 0.14
-1.67 0.91 -0.63
2.12 -1.91 0.78
0.29 0.03 0.18
-0.05 -0.14 -0.16
0.21 0.01 0.14
0.34 0.09 0.19
-0.11 -0.06 -0.50
0.16 -0.05 0.02
0.01 0.08 0.32
0.06 -0.28 -0.26
0.24 -0.38 -0.43
-0.10 -0.06 0.31
0.70 -0.33 -0.34
0.35 -0.04 0.64
-0.03 -0.53 -0.81
0.52 0.77 -0.37
-0.03 0.08 0.05
-0.12 0.05 0.14
-0.66 0.31 -0.22
-0.11 0.27 0.26
-1.09 8.44 2.64
-3.64 5.09 -0.02
2.28 -1.31 -1.32
1.69 -1.74 1.28
1.56 -0.03 0.58
-2.01 -10.27 -5.32
0.80 0.27 1.60
-0.66 0.32 0.92
1.17 -0.84 -0.27
3.89 -0.74 -2.24
6.20 -2.57 -3.58
-3.22 2.19 -1.93
-0.93 -1.26 1.82
-0.26 -0.52 -0.29
-4.74 5.23 7.76
-0.07 -4.09 0.02
-0.59 1.59 -2.45
-0.55 -0.26 0.77

Calculated values
- orbital gap (eV) = 9.567
- net charge = 0
- energy relative to the best compared isomer or geometry (same formula, charge and spin) (kcal per mole) = 78.0
- electronic energy (eV) = -99969.203
- lowest unoccupied orbital energy (eV) = -0.77
- E_HOMO (Ha) = -0.380